Entry from OMol25: a 2-piece molecular cluster, C3H11NOS overall (the ωB97M-V functional and the def2-TZVPD basis).

Each line ends with the natural charge from an NBO analysis.
Positions of all 17 atoms, in Å:
1 C -1.2845 -2.1162 -1.5361  -0.40
2 N -1.1360 -0.9525 -0.6616  -0.67
3 C 0.2282 -0.6528 -0.3483  -0.22
4 C 0.4690 0.5061 0.6593  -0.53
5 S 2.2458 0.7540 0.9207  -0.04
6 H -0.6992 -2.9052 -1.0681  0.19
7 H -0.9108 -1.9391 -2.5477  0.17
8 H -2.3392 -2.3744 -1.5584  0.20
9 H -1.7757 -0.1977 -0.8785  0.38
10 H 0.6687 -1.5196 0.1450  0.18
11 H 0.8210 -0.3318 -1.2214  0.17
12 H 0.0567 1.4239 0.2447  0.24
13 H -0.0506 0.2965 1.5941  0.20
14 H 2.5237 -0.4344 1.5050  0.12
15 H -2.9855 2.3696 0.3077  0.48
16 H -2.2571 1.0408 0.6954  0.48
17 O -2.3161 1.7407 0.0110  -0.96

Computed properties:
- HOMO: -8.57 eV
- SMILES: CNCCS.O
- M: 109.2 g mol⁻¹
- Relative energy (zero: lowest compared OMol25 entry of this formula, charge and spin): 16.1 kcal/mol